Entry from the Open Molecules 2025 dataset: a single C21H23N5O2S molecule at a distorted geometry (wB97M-V/def2-TZVPD).

Each line ends with the Mulliken charge.
Positions of all 52 atoms, in Å:
C: -8.8171 -1.8799 -0.5075  -1.07
H: -9.6925 -2.5219 -0.4440  0.35
H: -8.3313 -2.0468 -1.4661  0.33
H: -9.1421 -0.8429 -0.4649  0.33
C: -7.8489 -2.1824 0.6392  -1.05
C: -6.6432 -1.2964 0.5470  0.89
C: -5.5289 -1.6802 -0.1915  -0.72
C: -4.4329 -0.8531 -0.3241  -0.55
C: -4.4095 0.4032 0.2936  0.47
C: -5.5452 0.7909 1.0274  -0.94
C: -6.6338 -0.0421 1.1520  -0.61
H: -7.4918 0.2773 1.7266  0.38
H: -5.5563 1.7568 1.5121  0.37
C: -3.3249 1.3447 0.2566  -0.17
C: -2.0180 1.3406 -0.1279  -0.06
C: -1.2603 0.2815 -0.7791  0.79
N: -1.7548 -0.7012 -1.3968  -0.63
H: -1.0678 -1.3375 -1.7905  0.18
N: 0.1444 0.4566 -0.7116  0.88
C: 0.7030 1.5988 -0.2200  0.77
N: 0.0792 2.6229 0.2022  -0.63
C: -1.3028 2.6192 0.2250  0.10
O: -1.9018 3.6182 0.5525  -0.62
S: 2.4455 1.4605 -0.3161  -0.19
C: 2.2114 -0.1444 -1.0483  0.39
N: 0.9902 -0.4793 -1.1734  -1.43
C: 3.3399 -1.0208 -1.4225  -0.86
H: 4.0469 -0.5062 -2.0703  0.40
H: 2.9308 -1.8899 -1.9404  0.27
C: 4.0164 -1.5543 -0.1412  0.82
O: 3.6507 -2.6136 0.3245  -0.66
N: 4.9643 -0.7922 0.4327  0.21
C: 5.5638 0.4242 -0.0668  -0.85
H: 5.0060 0.8257 -0.9105  0.60
C: 7.0207 0.1661 -0.4599  -0.73
C: 7.7949 -0.3674 0.7424  -0.69
C: 7.1017 -1.6122 1.2900  -0.58
C: 5.6428 -1.2982 1.6143  -0.93
H: 5.1153 -2.1938 1.9445  0.45
H: 5.5868 -0.5364 2.3991  0.35
H: 7.6048 -1.9644 2.1908  0.36
H: 7.1359 -2.4107 0.5464  0.30
H: 8.8202 -0.6032 0.4538  0.35
H: 7.8320 0.4004 1.5186  0.29
H: 7.4670 1.0930 -0.8218  0.35
H: 7.0504 -0.5674 -1.2687  0.29
H: 5.5304 1.1706 0.7353  0.22
H: -3.5954 2.3010 0.7031  0.46
H: -3.5843 -1.1577 -0.9134  0.89
H: -5.5242 -2.6466 -0.6756  0.39
H: -8.3579 -2.0196 1.5913  0.36
H: -7.5450 -3.2296 0.5858  0.36

Kohn-Sham gap (eV): 7.902
Electronic energy (hartree): -1636.4848
Lowest unoccupied orbital energy (eV): -0.62
HOMO level (eV): -8.519
ΔE to the lowest compared entry with this formula, charge and spin (kJ/mol): 80.4

Entry from the Open Molecules 2025 dataset: a single C7H12 molecule at a distorted geometry (wB97M-V/def2-TZVPD).

Each line ends with the Mulliken charge.
Positions of all 19 atoms, in Å:
C: -0.4551 0.1118 1.9359  -1.21
C: 0.3559 -0.2016 0.5505  0.53
C: 1.7662 -0.4702 0.5912  -0.90
C: -0.2164 0.7129 -0.9305  -0.35
C: -0.4922 -0.5842 -0.4673  0.93
C: -0.3369 -1.7764 -1.2481  -1.45
C: -0.6559 2.0831 -0.5396  -1.33
H: 0.0600 -0.5614 2.5996  0.35
H: -1.4462 -0.3787 1.6756  0.35
H: -0.6175 1.1252 2.3520  0.29
H: 2.1315 -1.0964 1.3313  0.35
H: 2.4494 0.2347 0.0925  0.22
H: 0.6401 0.8185 -1.6488  0.27
H: 0.5545 -1.8291 -2.0343  0.23
H: -1.1807 -2.0342 -1.8391  0.40
H: -0.2228 -2.6874 -0.5697  0.31
H: -0.5464 2.8345 -1.3237  0.40
H: 0.0879 2.3298 0.2015  0.31
H: -1.7028 1.9918 -0.1892  0.28

Kohn-Sham gap (eV): 6.243
Electronic energy (hartree): -273.6646
Lowest unoccupied orbital energy (eV): -0.45
HOMO level (eV): -6.688
ΔE to the lowest compared entry with this formula, charge and spin (kJ/mol): 640.6

Entry from the Open Molecules 2025 dataset: a single C3HNOS2 molecule at a distorted geometry (wB97M-V/def2-TZVPD).

Each line ends with the Mulliken charge.
Positions of all 8 atoms, in Å:
C: -0.7792 -0.3467 -0.3533  0.61
C: 0.4345 0.2221 0.3677  0.17
C: 0.2396 1.5793 0.8066  0.15
H: 0.7663 -1.8409 -1.0450  0.13
N: 0.0647 2.6734 1.1309  -0.30
O: -1.8247 0.1995 -0.3292  -0.42
S: -0.5086 -1.7308 -1.4757  -0.16
S: 1.6073 -0.7560 0.8979  -0.18

Kohn-Sham gap (eV): 7.499
Electronic energy (hartree): -1041.2338
Lowest unoccupied orbital energy (eV): -2.69
HOMO level (eV): -10.191
ΔE to the lowest compared entry with this formula, charge and spin (kJ/mol): 100.1

Entry from the Open Molecules 2025 dataset: a molecular structure, C35H33NO11PS2 (wB97M-V/def2-TZVPD).

Each line ends with the Mulliken charge.
Positions of all 83 atoms, in Å:
C: 3.3836 -3.0043 3.8304  -1.12
C: 3.5633 -2.2379 2.5210  -0.50
C: 3.0277 -0.8057 2.5669  -0.74
C: 1.5354 -0.6979 2.9373  -0.30
C: 0.7184 0.1375 1.9403  -0.74
C: -0.7840 -0.1675 1.9293  -0.05
C: -1.6128 0.6473 2.9318  -1.14
S: -2.0939 -0.2410 4.3976  1.26
O: -2.9978 0.6211 5.1215  -0.72
O: -0.8657 -0.6432 5.0478  -0.70
N: -2.8130 -1.6085 3.9223  -0.44
S: -4.0295 -1.6213 2.9430  0.84
O: -5.0774 -2.5327 3.3821  -0.73
O: -4.4522 -0.3380 2.4261  -0.58
P: -3.3076 -2.7246 1.2133  1.09
O: -2.8545 -1.9201 0.0665  -0.61
O: -4.5105 -3.7385 0.9513  -0.55
O: -2.1771 -3.7290 1.7514  -0.53
H: 3.6167 -4.0635 3.6989  0.33
H: 4.0452 -2.6071 4.6048  0.29
H: 2.3621 -2.9387 4.2084  0.33
H: 4.6340 -2.2018 2.2907  0.37
H: 3.0874 -2.7780 1.6953  0.24
H: 3.6351 -0.2351 3.2791  0.37
H: 3.1901 -0.3352 1.5911  0.37
H: 1.0868 -1.6946 2.9927  0.20
H: 1.4272 -0.2662 3.9324  0.31
H: 1.1229 -0.0142 0.9336  0.51
H: 0.8547 1.2017 2.1637  0.09
H: -1.1839 0.0331 0.9334  0.49
H: -0.9409 -1.2367 2.1018  -0.33
H: -2.5229 1.0457 2.4881  0.51
H: -1.0298 1.4816 3.3329  0.48
H: -5.2979 -3.4559 1.4449  0.38
H: -1.3221 -3.4725 1.3832  0.33
C: -2.9720 5.8486 1.9221  -0.61
C: -2.9546 7.2227 2.1370  -0.43
C: -1.7889 7.9447 1.9438  -0.63
C: -0.6292 7.2935 1.5391  0.35
C: -0.6467 5.9140 1.3267  0.30
C: -1.8211 5.1947 1.5161  -0.66
C: 0.5837 5.1791 0.9174  0.51
O: 0.5593 3.9863 0.7137  -0.65
C: 1.8445 5.9651 0.7781  0.17
C: 3.0184 5.2978 0.4491  -0.56
C: 4.1981 6.0078 0.3057  -0.52
C: 4.2095 7.3873 0.4849  -0.44
C: 3.0426 8.0559 0.8134  -0.58
C: 1.8561 7.3473 0.9657  0.21
C: 0.6146 8.0882 1.3387  0.53
O: 0.6251 9.2936 1.4787  -0.68
H: -3.8825 5.2851 2.0779  0.44
H: -3.8544 7.7295 2.4610  0.40
H: -1.7572 9.0134 2.1065  0.47
H: -1.8136 4.1257 1.3509  0.60
H: 2.9864 4.2252 0.3124  0.55
H: 5.1128 5.4868 0.0540  0.39
H: 5.1329 7.9401 0.3695  0.39
H: 3.0313 9.1274 0.9596  0.47
C: 1.3875 -4.7916 -8.4155  -0.46
C: 2.4966 -4.6382 -7.5898  -0.47
C: 2.3366 -4.5762 -6.2162  -0.56
C: 1.0652 -4.6616 -5.6605  0.21
C: -0.0470 -4.8065 -6.4882  0.16
C: 0.1195 -4.8757 -7.8667  -0.57
C: -1.4280 -4.8807 -5.9216  0.65
O: -2.3878 -5.0243 -6.6504  -0.68
C: -1.5733 -4.7686 -4.4466  0.29
C: -2.8486 -4.7893 -3.8926  -0.65
C: -3.0102 -4.6929 -2.5212  -0.78
C: -1.8995 -4.5807 -1.6937  -0.28
C: -0.6266 -4.5560 -2.2376  -0.84
C: -0.4566 -4.6467 -3.6144  0.28
C: 0.9208 -4.6039 -4.1738  0.51
O: 1.8988 -4.5248 -3.4608  -0.67
H: 1.5150 -4.8434 -9.4892  0.39
H: 3.4869 -4.5671 -8.0210  0.39
H: 3.1852 -4.4610 -5.5556  0.47
H: -0.7564 -4.9924 -8.4903  0.47
H: -3.7014 -4.8768 -4.5518  0.46
H: -4.0006 -4.6930 -2.0855  0.45
H: -2.0381 -4.5054 -0.6234  0.62
H: 0.2495 -4.4613 -1.6106  0.56

Total charge: -1
Kohn-Sham gap (eV): 6.979
Electronic energy (hartree): -3373.8770
Lowest unoccupied orbital energy (eV): 0.49
HOMO level (eV): -6.486